--- P ---
DFT (ωB97M-V/def2-TZVPD) results for a 2-piece molecular cluster, C3H8NO2S overall.

XYZ file:
```
15
Properties=species:S:1:pos:R:3
O 0.47 4.07 -0.94
C -0.09 3.10 -0.49
O -0.40 1.99 -1.21
H -0.56 3.05 0.55
H -0.80 1.32 -0.55
C 0.31 -1.92 0.37
C 0.34 -0.57 1.09
S -1.30 0.23 1.02
N 0.08 -1.78 -1.09
H -0.43 -2.57 0.89
H 1.30 -2.41 0.49
H 1.08 0.06 0.58
H 0.62 -0.73 2.16
H -0.73 -1.19 -1.31
H 0.10 -2.66 -1.56
```

Properties
Spin multiplicity: 2
Highest occupied orbital energy (alpha / beta) (eV): -9.83 / -9.77
<S²>: 0.7529
Net charge: 0



--- Q ---
DFT (ωB97M-V/def2-TZVPD) results for a 2-piece molecular cluster, C3H8NO2S overall.

XYZ file:
```
15
Properties=species:S:1:pos:R:3
O 1.62 3.39 1.87
C 1.31 2.24 1.65
N 1.79 1.49 0.61
C 1.12 0.26 0.24
C 0.51 0.33 -1.15
S -0.99 1.32 -1.26
H 0.60 1.71 2.31
H 2.15 2.05 -0.16
H 0.35 0.02 0.96
H 1.83 -0.58 0.23
H 0.13 -0.65 -1.45
H 1.25 0.65 -1.89
H -4.58 -3.77 -0.89
H -3.24 -4.05 -0.19
O -3.83 -4.40 -0.87
```

Properties
Spin multiplicity: 2
Highest occupied orbital energy (alpha / beta) (eV): -9.71 / -9.38
<S²>: 0.7527
Net charge: 0



Question: which arrangement is favored energetically? Ranking from most to least stable: Q, P.



--- P ---
DFT (ωB97M-V/def2-TZVPD) results for a 3-piece molecular cluster, C2H10NO3 overall.

XYZ file:
```
16
Properties=species:S:1:pos:R:3
C -1.76 -1.15 0.34
N -1.15 -0.06 1.11
C 0.33 0.34 0.80
O 0.62 0.65 -0.56
H -2.13 -0.82 -0.62
H -2.69 -1.56 0.79
H -1.10 -2.00 0.17
H -1.70 0.77 1.04
H 1.00 -0.39 1.17
H 0.59 1.16 1.51
H 1.00 -1.71 -2.64
H 0.53 -0.93 -1.29
O 0.53 -1.81 -1.83
H 1.59 1.94 -0.39
H 2.26 2.80 0.66
O 2.07 2.79 -0.25
```

Properties
Highest occupied orbital energy (eV): -3.86
Net charge: -1



--- Q ---
DFT (ωB97M-V/def2-TZVPD) results for a 3-piece molecular cluster, C2H10NO3 overall.

XYZ file:
```
16
Properties=species:S:1:pos:R:3
C -0.33 0.10 -0.94
O -0.23 -0.67 0.20
C 1.06 0.23 -1.67
N 2.20 -0.10 -0.85
H -1.06 -0.35 -1.63
H -0.72 1.14 -0.78
H 0.99 -0.40 -2.55
H 1.17 1.25 -2.06
H 2.20 0.53 -0.07
H 2.08 -1.02 -0.45
H 0.36 1.77 1.21
H 0.18 0.30 1.41
O 0.42 1.14 1.94
H -2.55 -0.58 1.79
H -1.82 -0.83 0.55
O -2.76 -0.90 0.90
```

Properties
Highest occupied orbital energy (eV): -4.09
Net charge: -1



Question: which arrangement is favored energetically? Ranking from most to least stable: Q, P.



--- P ---
DFT (ωB97M-V/def2-TZVPD) results for C30H20N4O2S4W as an isolated structure.

XYZ file:
```
61
Properties=species:S:1:pos:R:3
W -0.08 -0.27 0.17
O -1.93 0.02 -0.13
C -2.61 1.17 0.00
C -3.57 1.33 1.00
C -4.26 2.52 1.10
C -4.04 3.56 0.20
C -3.11 3.40 -0.81
C -2.37 2.22 -0.91
C -1.41 2.02 -1.97
N -0.56 1.07 -1.96
C 0.31 0.91 -3.11
C 1.06 -0.41 -2.94
N 1.56 -0.35 -1.57
C 2.81 -0.04 -1.45
C 3.34 0.70 -0.34
C 4.71 0.89 -0.17
C 5.19 1.82 0.72
C 4.28 2.62 1.42
C 2.92 2.46 1.25
C 2.42 1.47 0.40
O 1.12 1.31 0.24
H -3.73 0.51 1.68
H -4.99 2.63 1.90
H -4.61 4.47 0.28
H -2.93 4.19 -1.52
H -1.45 2.71 -2.81
H 1.04 1.73 -3.13
H -0.25 0.91 -4.05
H 1.87 -0.49 -3.67
H 0.38 -1.25 -3.07
H 3.47 -0.19 -2.30
H 5.40 0.28 -0.76
H 6.25 1.96 0.85
H 4.64 3.36 2.12
H 2.21 3.07 1.80
S -0.66 0.95 2.28
C 0.86 0.82 3.17
C 1.05 1.69 4.25
C 2.20 1.63 5.01
C 3.17 0.69 4.72
C 2.99 -0.19 3.67
C 1.84 -0.12 2.88
S 1.69 -1.28 1.54
H 0.27 2.41 4.47
H 2.33 2.32 5.84
H 4.08 0.62 5.31
H 3.73 -0.94 3.43
S -1.46 -1.92 1.75
C -1.70 -3.42 0.94
C -2.53 -4.41 1.46
C -2.66 -5.64 0.84
C -3.55 -6.61 1.39
N -4.27 -7.38 1.82
C -1.92 -5.92 -0.33
C -1.10 -4.93 -0.87
C -1.02 -3.69 -0.26
S -0.05 -2.45 -1.01
C -2.01 -7.19 -0.98
N -2.05 -8.20 -1.52
H -3.09 -4.21 2.37
H -0.54 -5.13 -1.77
```

Properties
Highest occupied orbital energy (eV): -7.48
Net charge: 0



--- Q ---
DFT (ωB97M-V/def2-TZVPD) results for C30H20N4O2S4W as an isolated structure.

XYZ file:
```
61
Properties=species:S:1:pos:R:3
W -0.62 0.42 0.09
O -1.64 0.05 1.80
C -1.45 0.47 3.03
C -1.59 -0.42 4.11
C -1.43 0.04 5.40
C -1.16 1.39 5.67
C -1.04 2.27 4.62
C -1.17 1.82 3.30
C -1.09 2.76 2.22
N -1.03 2.48 0.96
C -0.94 3.62 0.05
C 0.37 3.49 -0.75
N 0.90 2.14 -0.50
C 2.16 2.01 -0.42
C 2.82 0.88 0.18
C 4.16 0.57 -0.09
C 4.79 -0.43 0.62
C 4.11 -1.07 1.66
C 2.81 -0.74 1.97
C 2.13 0.21 1.20
O 0.87 0.52 1.47
H -1.81 -1.45 3.89
H -1.53 -0.66 6.22
H -1.04 1.72 6.69
H -0.84 3.32 4.81
H -1.08 3.81 2.51
H -0.96 4.56 0.61
H -1.80 3.60 -0.62
H 1.09 4.23 -0.40
H 0.19 3.65 -1.81
H 2.80 2.85 -0.71
H 4.69 1.10 -0.87
H 5.82 -0.70 0.39
H 4.61 -1.84 2.23
H 2.27 -1.24 2.77
S -0.30 -1.98 0.85
C 1.04 -2.67 0.01
C 1.68 -3.84 0.42
C 2.75 -4.33 -0.31
C 3.20 -3.66 -1.45
C 2.57 -2.51 -1.87
C 1.49 -2.02 -1.13
S 0.61 -0.60 -1.65
H 1.34 -4.35 1.31
H 3.24 -5.24 0.01
H 4.04 -4.05 -2.01
H 2.90 -1.98 -2.75
S -2.84 -0.54 -0.38
C -3.08 -0.53 -2.09
C -4.00 -1.38 -2.71
C -4.20 -1.30 -4.08
C -5.14 -2.19 -4.70
N -5.90 -2.89 -5.19
C -3.47 -0.37 -4.85
C -2.57 0.48 -4.23
C -2.38 0.40 -2.85
S -1.32 1.50 -2.03
C -3.66 -0.29 -6.27
N -3.79 -0.20 -7.40
H -4.55 -2.10 -2.12
H -2.01 1.19 -4.82
```

Properties
Highest occupied orbital energy (eV): -7.37
Net charge: 0



Question: which arrangement is favored energetically? Ranking from most to least stable: Q, P.



--- P ---
DFT (ωB97M-V/def2-TZVPD) results for a 2-piece molecular cluster, C2H3IO overall.

XYZ file:
```
7
Properties=species:S:1:pos:R:3
C -0.61 -1.33 -0.80
C 0.50 -0.08 0.81
O 0.12 -1.98 -1.43
I -0.37 -0.68 2.60
H -1.63 -1.17 -0.43
H 1.50 -0.27 0.42
H -0.08 0.84 0.56
```

Properties
Highest occupied orbital energy (alpha / beta) (eV): -7.87 / -7.87
Net charge: 0



--- Q ---
DFT (ωB97M-V/def2-TZVPD) results for a 2-piece molecular cluster, C2H3IO overall.

XYZ file:
```
7
Properties=species:S:1:pos:R:3
C -0.72 -0.15 -0.65
C -1.50 0.51 0.17
O -0.09 -0.77 -1.43
I -0.41 2.04 3.59
H -1.26 1.06 1.06
H -1.13 1.79 4.98
H -2.62 0.40 -0.11
```

Properties
Highest occupied orbital energy (eV): -9.36
Net charge: 0



Question: which arrangement is favored energetically? Ranking from most to least stable: Q, P.



--- P ---
DFT (ωB97M-V/def2-TZVPD) results for a 3-piece molecular cluster, C2H8N2O3 overall.

XYZ file:
```
15
Properties=species:S:1:pos:R:3
C -1.10 1.64 0.57
C -2.42 0.05 0.63
N -2.59 -0.24 -0.61
N 2.78 -1.40 0.30
O -3.38 -1.34 -0.98
O -0.49 1.70 -0.67
O -2.62 -0.47 1.66
H -0.64 1.43 1.50
H -1.59 2.61 0.57
H -2.23 0.23 -1.42
H 3.76 -1.53 0.41
H 2.44 -0.50 0.53
H 2.40 -1.92 -0.46
H 0.38 1.18 -0.80
H -2.94 -2.06 -0.56
```

Properties
Highest occupied orbital energy (eV): -8.42
Net charge: 0



--- Q ---
DFT (ωB97M-V/def2-TZVPD) results for one molecule with the formula C2H8N2O3.

XYZ file:
```
15
Properties=species:S:1:pos:R:3
C -0.15 0.47 0.65
C -0.32 -0.27 -0.68
N 0.16 -1.63 -0.55
N 1.56 -1.78 -0.50
O -0.77 1.79 0.63
O -2.16 1.70 0.88
O 1.17 0.78 0.88
H -2.53 2.32 0.23
H 1.11 1.58 1.47
H -0.18 -2.20 -1.33
H -0.62 -0.11 1.47
H 2.03 -1.18 -1.19
H 1.88 -1.48 0.42
H 0.22 0.31 -1.46
H -1.38 -0.29 -0.92
```

Properties
Highest occupied orbital energy (eV): -9.27
Net charge: 0



Question: which arrangement is favored energetically? Ranking from most to least stable: P, Q.